(1)
70
Properties=species:S:1:pos:R:3:forces:R:3 method="wB97M-V/def2-TZVPD" e_tot_ha=-2264.20171 total_charge=+2 homo_lumo_gap_ev="5.5 / 5.5" e_above_lowest_kcal_mol=118.1 lumo_energy_ev="-7.5 / -7.5" mol_weight_g_mol=577.75
Zr 0.062678 -0.234577 0.417109 2.282 -1.471 -4.147
P -0.000137 0.850581 2.496815 -0.277 0.819 1.482
P -1.774550 0.766153 -1.171847 -1.295 -0.227 -0.047
P 2.039927 1.074980 -0.825211 1.667 0.828 -1.458
N 0.531844 -1.491629 -3.383039 -1.259 4.102 2.381
N -1.438042 2.240878 4.230386 0.266 -0.648 -0.291
N -0.199502 0.217611 5.074952 0.152 0.194 -0.862
N 1.066663 2.293948 4.443703 -0.305 -0.293 -0.789
C 3.157823 -3.437925 -1.827661 0.359 -0.979 -0.367
C 1.846719 -2.995049 -2.110637 -0.131 1.082 -0.088
C 3.625074 0.881086 0.066232 -0.237 -0.256 0.485
C 1.924865 2.891011 -0.872334 -0.080 0.102 0.034
C -1.442324 1.032004 5.130439 0.312 0.354 0.085
C -3.388171 0.612911 -0.331359 0.129 -0.164 -0.007
C -2.128292 0.165498 -2.869503 0.421 -0.372 -0.589
C -1.913661 -1.338870 -2.952760 -1.161 -0.415 -0.523
C -1.548438 1.862822 2.800933 0.218 0.276 0.709
C -1.687526 2.561749 -1.386815 0.203 -0.034 0.020
C -0.545935 -3.263163 -2.226869 -1.288 1.139 0.150
C 4.225561 -2.755347 -2.350439 -0.512 -0.542 0.201
C -2.920673 -3.523915 -2.542894 0.396 -0.467 0.131
C -0.221619 3.060718 4.484209 0.086 -0.437 0.328
C -0.058873 -0.492998 3.787386 -0.224 0.745 0.980
C 4.075235 -1.399594 -2.759118 -1.246 0.138 0.547
C -1.765220 -3.963609 -1.971595 0.644 -0.567 -0.474
C -0.614640 -1.962686 -2.839459 0.554 -1.836 -1.075
C 1.405774 1.944115 3.038833 -0.125 0.171 0.739
C 0.694425 -3.761412 -1.853705 0.313 1.748 2.399
C 0.999784 1.074793 5.307037 -0.477 0.091 0.080
C 2.815422 -0.806659 -2.731904 0.893 -0.205 -0.463
C 2.633111 0.692631 -2.550202 -0.535 -0.394 -0.909
C -3.023977 -2.184357 -2.985853 1.076 0.823 0.446
C 1.675050 -1.711021 -2.737740 0.626 -1.894 -0.499
H -3.540947 -0.414534 0.025842 -0.040 0.352 -0.202
H -3.195833 0.432209 -2.997176 0.580 -0.176 -0.395
H -3.418633 1.301865 0.530057 -0.142 -0.238 -0.417
H 3.905961 -0.174679 0.096806 0.093 0.101 0.007
H 1.884839 1.088567 -3.261359 0.306 -0.028 0.273
H -1.337106 3.035613 -0.456463 -0.236 0.073 -0.391
H -2.458186 1.265801 2.567244 0.668 0.193 0.477
H 0.687154 -4.164944 -0.814846 0.255 -1.690 -1.353
H -1.481281 0.734094 -3.556580 -0.294 -0.156 0.110
H -0.883014 -1.189609 3.548550 0.211 0.517 0.236
H 0.871892 -1.082336 3.732115 -0.300 0.406 0.124
H 5.174361 -3.252984 -2.430880 0.353 0.099 0.198
H 0.965876 1.402863 6.358238 0.119 -0.070 -0.429
H 4.380034 1.448482 -0.485673 -0.023 -0.074 0.165
H -2.718929 2.851072 -1.622003 0.357 0.406 -0.013
H 1.190041 3.209634 -1.614787 0.123 0.040 0.097
H 2.366788 1.387755 2.964105 -0.655 0.247 0.290
H -1.528569 1.406619 6.167128 -0.107 -0.191 -0.524
H 3.203572 -4.463067 -1.432289 0.497 0.544 -0.096
H 3.549380 1.259319 1.096638 0.135 -0.086 -0.349
H 1.896975 0.451916 5.124419 -0.397 0.455 0.245
H 1.631271 3.274370 0.111587 0.109 0.076 -0.220
H -1.004143 2.788330 -2.214427 -0.263 0.182 0.215
H -1.591020 2.760949 2.145119 0.222 -0.441 0.504
H -0.178528 3.865731 3.727835 0.016 -0.284 0.485
H 1.507390 2.846387 2.389853 -0.260 -0.542 0.595
H -4.001297 -1.800481 -3.271849 0.150 0.071 0.210
H 0.457176 -1.393849 1.625050 0.206 -1.275 0.608
H -2.309328 0.390555 4.878025 0.456 0.409 0.193
H -0.310533 3.490179 5.495845 0.002 -0.124 -0.454
H -1.347173 -1.078096 0.987050 -1.537 -0.416 0.304
H 4.963626 -0.844235 -3.029110 -0.003 0.265 0.281
H -3.745702 -4.198406 -2.650368 -0.483 -0.060 0.246
H 2.917873 3.275144 -1.142234 -0.311 0.067 0.085
H 3.587814 1.237074 -2.660803 -0.405 -0.215 -0.093
H -1.615280 -4.947977 -1.530035 -0.556 0.094 -0.064
H -4.121573 0.886365 -1.095651 -0.292 0.052 0.444

(2)
73
Properties=species:S:1:pos:R:3:forces:R:3 method="wB97M-V/def2-TZVPD" e_tot_ha=-2023.06716 homo_lumo_gap_ev=9.5 e_above_lowest_kcal_mol=18.2 lumo_energy_ev=0.6 mol_weight_g_mol=519.67
S -1.034356 0.171097 2.124761 -0.169 -0.307 0.171
O -0.468721 0.552119 3.387862 0.024 -0.347 -0.050
O -1.789693 1.156377 1.410613 -0.015 -0.232 -0.177
O 0.512641 3.413099 -0.841648 -0.487 0.023 -0.170
O 3.400540 -1.847000 0.970051 0.132 -0.369 0.084
O 1.235205 3.657271 1.287459 0.278 -0.162 -0.023
N 0.253897 -0.309639 1.153258 -0.634 0.644 0.730
N 2.688277 3.081601 -0.319462 -0.033 -0.065 0.172
N -3.323344 -2.954846 1.807247 0.447 0.930 -0.196
N -2.681591 -3.317738 2.921083 0.325 -0.410 0.774
N 2.783871 0.297004 0.576120 -0.031 0.413 0.020
C 4.676832 1.818928 0.344230 -0.168 -0.139 -0.065
C -0.161909 3.939489 3.205478 0.232 -0.077 -0.412
C -3.509095 -1.091908 0.168084 -0.066 0.010 -0.090
C -0.906776 -0.044977 -2.327922 0.023 -0.038 0.038
C 2.609074 -0.935712 1.076868 -0.322 0.129 0.115
C -0.511236 0.291233 -1.048467 0.039 -0.056 -0.066
C -1.859010 -2.332810 3.230493 -0.110 -0.026 -0.131
C -0.419641 -1.088535 -5.189514 -0.067 -0.240 0.093
C 3.751567 3.001990 0.661391 0.273 0.146 0.330
C -1.988187 -1.296757 2.280258 0.134 0.523 -0.164
C -0.095389 4.003399 1.691367 -0.605 0.122 0.091
C 3.324245 1.134116 -1.660141 0.042 0.120 0.077
C -1.343417 -1.735646 -4.155574 -0.046 0.148 -0.106
C -4.291273 -3.829572 1.213723 -0.330 -0.234 -0.201
C 3.034483 2.644078 -1.651460 -0.149 -0.118 -0.387
C -2.940687 -1.737785 1.372738 -0.121 -0.013 -0.048
C -2.798949 -1.332482 -4.402266 0.166 -0.215 0.016
C -0.119328 -2.025913 -0.570703 0.089 0.100 0.262
C -0.915728 -1.368115 -2.756056 0.000 -0.216 0.007
C -0.972806 -2.371874 4.421240 0.003 -0.148 0.091
C -0.119174 -0.700004 -0.154164 -0.224 -0.112 -0.812
C 1.401514 3.386654 -0.019921 0.158 0.199 0.047
C 3.871555 0.682549 -0.294270 0.348 -0.135 -0.102
C 1.282210 -1.064463 1.831535 0.311 -0.392 0.328
C -0.510894 -2.346871 -1.858369 -0.030 0.013 -0.082
H -2.921004 -0.256243 -4.314459 -0.042 0.149 0.000
H 2.027542 0.954942 0.693863 -0.024 -0.126 0.012
H -3.172853 -1.600100 -0.736456 0.027 -0.018 -0.100
H -4.016363 -4.060350 0.183244 -0.020 -0.014 0.036
H 5.150272 1.472039 1.262172 0.057 0.021 -0.012
H -3.108216 -1.633617 -5.400700 -0.076 0.005 -0.107
H 2.409948 0.576198 -1.869110 0.013 -0.029 -0.047
H -0.805383 3.300786 1.244230 0.161 0.208 0.037
H -0.486459 -0.004901 -5.141478 0.005 0.154 -0.016
H 1.045042 -2.127396 1.955896 0.079 0.090 -0.068
H -3.179214 -0.057635 0.131311 -0.102 -0.038 -0.094
H 0.613018 -1.377507 -5.006845 0.117 0.019 -0.032
H 1.387252 -0.617499 2.823400 0.162 -0.166 -0.081
H -4.597741 -1.123937 0.196006 -0.076 0.028 -0.035
H -1.201736 0.745746 -3.000003 -0.050 0.124 -0.108
H -0.640566 -1.365691 4.659849 0.039 -0.066 0.126
H -1.127501 4.309883 3.536353 -0.113 0.049 0.061
H 4.495132 -0.210250 -0.406297 -0.108 0.174 0.008
H -1.510038 -2.798728 5.264446 0.012 -0.004 0.079
H -1.266218 -2.823678 -4.263017 0.012 0.077 0.066
H -0.051132 2.910679 3.538720 0.013 -0.008 0.081
H 0.190109 -2.814306 0.097615 0.047 -0.079 0.103
H -5.282763 -3.372933 1.223782 0.027 -0.037 -0.003
H -0.509022 1.323722 -0.740794 0.046 0.135 0.030
H 3.914485 3.206490 -1.979174 -0.047 0.005 -0.023
H 4.324482 3.938520 0.660762 -0.030 -0.079 0.106
H -0.314835 5.011421 1.320349 0.027 -0.155 0.018
H 4.045449 0.906797 -2.445015 0.023 -0.029 -0.054
H -0.696259 -1.406274 -6.192404 -0.007 0.013 -0.129
H -4.308487 -4.743844 1.802438 0.009 0.069 -0.048
H 2.198264 2.884238 -2.308763 0.191 0.035 0.022
H 0.625216 4.548232 3.643949 0.026 0.092 0.102
H 3.301449 2.883350 1.647507 0.126 0.023 -0.114
H -0.500657 -3.383308 -2.166339 0.007 -0.089 -0.052
H 5.462863 2.117636 -0.350038 0.069 0.013 -0.012
H -0.102998 -2.999076 4.228086 0.086 -0.007 0.033
H -3.455787 -1.811767 -3.679008 -0.110 -0.009 0.053

(3)
73
Properties=species:S:1:pos:R:3:forces:R:3 method="wB97M-V/def2-TZVPD" e_tot_ha=-2023.06089 homo_lumo_gap_ev=9.1 e_above_lowest_kcal_mol=22.2 lumo_energy_ev=0.5 mol_weight_g_mol=519.67
S 1.360346 2.738801 -0.054714 -0.234 0.435 -0.500
O 1.990145 1.514891 0.384480 0.035 -0.026 -0.331
O 1.531587 -4.748410 2.077533 0.175 -0.276 -0.306
O -2.057572 1.759987 3.068339 -0.341 0.151 0.169
O 2.617566 -4.008671 3.920294 -0.240 0.222 0.036
O 1.816126 3.945020 0.570916 -0.049 0.135 0.063
N 1.807011 2.644487 -3.978395 0.562 -0.727 -0.330
N -0.298479 2.694795 0.205595 1.056 0.338 -0.233
N -0.114947 0.881873 2.309144 0.277 -0.222 0.042
N 0.633380 -3.114849 3.361149 -0.030 0.039 0.136
N 1.060037 3.733671 -3.779485 -0.134 0.011 1.070
C -0.530215 0.697205 -1.167754 -0.145 -0.112 0.032
C 2.051196 2.116873 -2.793763 -0.123 0.162 0.071
C 3.619184 -5.000184 3.709068 0.256 -0.436 -0.191
C 0.630499 4.524347 -4.895984 -0.146 0.292 -0.335
C -0.467377 -2.883056 2.452340 0.002 -0.080 -0.441
C 0.749937 -2.140911 4.421713 0.320 0.247 0.182
C -1.087989 1.812151 -0.550863 -0.337 -0.496 -0.553
C -3.215280 1.221252 -1.504266 0.030 -0.097 -0.026
C -1.309357 -0.130795 -1.952999 -0.077 0.066 0.000
C 0.011276 5.068383 -1.941112 -0.074 0.069 -0.064
C 1.433661 2.903941 -1.797831 -0.128 0.124 0.409
C -3.013581 -0.846627 -4.422413 -0.217 0.084 0.151
C -1.051062 1.840949 2.394337 0.141 0.184 -0.188
C 0.808880 3.941505 -2.474367 0.029 0.041 -0.003
C -3.568816 -2.202629 -2.373255 -0.169 0.214 -0.056
C 1.591948 -4.011071 3.034693 -0.013 -0.046 0.201
C -0.350091 -1.498497 1.815395 -0.231 -0.055 0.367
C -2.445802 2.064200 -0.725768 0.250 0.121 0.166
C -0.743083 3.070910 1.531371 -0.130 0.140 0.446
C 0.907164 -0.735068 3.838565 -0.378 -0.134 0.113
C 2.861235 0.886040 -2.614279 0.026 -0.054 -0.122
C -2.664216 0.114375 -2.137119 -0.167 0.086 0.008
C -3.520441 -0.798301 -2.979525 0.111 -0.155 -0.073
C 3.206712 -6.347672 4.284493 -0.060 0.410 -0.113
C -0.266673 -0.426158 2.906526 0.081 -0.080 -0.023
H -1.637093 3.698527 1.483955 0.125 -0.116 0.030
H -0.848624 -0.991322 -2.413809 0.070 -0.124 -0.072
H -0.440919 -3.665307 1.692408 -0.106 0.090 0.137
H 3.063145 0.730140 -1.558522 0.076 -0.106 -0.044
H -2.014801 -1.272669 -4.467864 0.139 -0.058 -0.031
H -4.539572 -0.396031 -2.989117 0.084 0.016 0.035
H -1.209414 -1.309844 1.170131 -0.009 0.042 -0.045
H 3.808548 -5.092750 2.634711 0.047 0.065 0.193
H -2.978868 0.154744 -4.846236 0.037 0.067 -0.094
H 0.703955 1.018409 1.725951 -0.148 -0.009 0.071
H 1.837959 -0.675320 3.270736 0.102 0.007 0.004
H -0.162644 -2.184701 5.027991 0.064 0.009 0.038
H 0.265451 5.212365 -0.894400 -0.055 0.132 -0.020
H -0.457921 4.593619 -4.920171 0.039 -0.002 -0.023
H -2.580760 -2.655436 -2.366833 0.131 -0.084 0.005
H -2.902368 2.915055 -0.245717 -0.060 0.127 0.068
H -1.405398 -2.955895 3.013796 -0.001 -0.020 -0.037
H 0.554294 -1.454152 1.204982 0.059 -0.019 -0.096
H -1.202059 -0.397909 3.477160 0.128 -0.049 -0.052
H 2.971760 -6.250365 5.341892 0.012 -0.036 0.104
H 2.324597 0.025836 -3.012129 -0.005 -0.106 0.020
H -4.268831 1.432154 -1.621239 -0.106 0.008 -0.016
H 3.797839 0.975331 -3.159817 0.067 -0.036 0.003
H 4.017650 -7.060228 4.163379 0.085 -0.111 0.006
H 1.052519 5.529663 -4.843397 -0.017 -0.038 -0.019
H 0.985628 4.031451 -5.797981 -0.033 0.031 0.074
H 0.068060 3.650971 1.977547 -0.214 0.039 0.133
H 4.507707 -4.611930 4.212044 -0.097 -0.024 -0.093
H 0.215914 5.984095 -2.492778 -0.012 0.084 0.012
H -4.234720 -2.839103 -2.951639 -0.045 -0.122 -0.044
H 2.329774 -6.717135 3.758932 -0.037 -0.073 -0.027
H 0.508872 0.463995 -1.010269 0.061 -0.142 -0.019
H -3.933103 -2.159971 -1.349283 -0.021 -0.064 0.107
H 0.946672 -0.002974 4.645619 0.020 0.063 0.000
H -3.675032 -1.457936 -5.032245 -0.028 -0.079 -0.105
H 1.603442 -2.398106 5.046714 -0.189 0.044 0.009
H -1.054569 4.849972 -2.016558 -0.092 0.020 0.015